# 1
91
Properties=species:S:1:pos:R:3:forces:R:3 method="wB97M-V/def2-TZVPD" total_charge=+3 s_squared=8.8391 energy_ha=-2643.1255 spin_multiplicity=6 de_lowest_ev=0.773
Ru -0.1419 0.5382 -0.3443 1.7688 0.3352 -0.1108
C -0.6742 1.0959 -4.9532 0.2502 0.0103 -0.0888
C -0.8353 1.2470 -3.5706 -0.0953 0.0172 -0.1327
N 0.1356 1.0476 -2.7016 -0.3364 0.0130 0.3762
C 1.3570 0.7014 -3.1553 0.2764 -0.2279 -0.3716
C 1.6087 0.4704 -4.5323 -0.2274 0.1574 0.5230
C 0.5490 0.6959 -5.4353 -0.2002 0.0244 0.2915
C 2.8815 0.0059 -4.9292 0.1473 -0.1234 0.2399
C 3.8411 -0.2609 -3.9798 0.0107 0.0121 -0.3159
C 3.6244 0.0134 -2.6304 -0.2342 0.1467 0.2520
C 2.4174 0.5659 -2.1889 0.2927 -0.2230 -0.5651
N 2.0956 0.9435 -0.9311 -0.6327 0.0515 0.1896
C 2.9455 1.3817 0.0168 0.4530 0.1065 0.1392
C 4.2788 1.7762 -0.1890 -0.3059 -0.1482 -0.0592
C 5.0731 2.2276 0.8614 0.0808 0.0856 0.3026
C 4.5749 2.3379 2.1402 0.1228 0.0657 -0.3344
C 3.2114 2.0637 2.3895 -0.4850 -0.2311 -0.2908
C 2.5970 2.3104 3.6357 -0.1689 -0.0587 -0.0990
C 1.2516 2.0775 3.7939 0.2434 -0.0345 0.0064
C 0.5315 1.5734 2.7064 -0.0224 0.0172 0.0499
N 1.0811 1.3227 1.5307 -0.5216 -0.0129 -0.1346
C 2.3927 1.5735 1.3350 0.3982 0.2711 0.3420
H -1.5048 1.2819 -5.6154 -0.0669 0.0315 -0.0439
H -1.7981 1.5436 -3.1640 0.0011 -0.0814 -0.0040
H 0.7122 0.5390 -6.4892 -0.0152 0.0009 -0.1854
H 3.0650 -0.1831 -5.9747 0.0885 -0.0077 -0.1352
H 4.7925 -0.6746 -4.2784 0.0463 -0.0433 -0.0523
H 4.3893 -0.2505 -1.9142 0.0687 0.1051 0.0338
H 4.6872 1.7801 -1.1876 0.0002 -0.0016 -0.0482
H 6.0889 2.5303 0.6540 0.0733 -0.0297 0.0125
H 5.1989 2.6903 2.9462 0.0764 0.0855 0.0907
H 3.1916 2.7130 4.4426 0.0370 0.0132 0.1158
H 0.7525 2.2773 4.7297 -0.0440 0.0163 0.0405
H -0.5353 1.3773 2.7901 0.0811 0.0426 0.0336
C -1.8111 -2.1642 -2.9208 0.3031 0.1265 0.2681
Sb -2.0798 -1.1378 -1.0463 -1.9388 -0.6511 -0.8446
C -2.8915 -2.8307 0.0213 0.3305 0.3816 0.0287
C -4.0360 -0.2313 -1.5747 1.0053 -0.3254 -0.1422
C -4.6747 0.3780 -0.3962 -0.2324 0.8465 0.7561
C -5.4819 -0.4322 0.4068 0.0983 0.2123 -0.0805
C -6.1000 0.0596 1.5371 0.0898 0.3946 0.2363
C -5.8967 1.3900 1.9100 -0.1345 -0.5277 0.0394
C -5.1141 2.2101 1.1279 0.1290 -0.1387 -0.3332
C -4.5019 1.7430 -0.0417 -0.5652 -1.1237 0.4686
C -3.7336 2.6893 -0.8554 1.4132 0.2748 -0.0994
Sb -1.5941 2.8488 -0.2150 -1.7918 1.0662 -0.1941
C -2.0118 3.9467 1.5896 0.2736 -0.2828 -0.1732
C -1.1377 4.5121 -1.4966 0.3029 -0.2799 0.2210
H -2.7777 -2.2711 -3.4040 -0.1213 0.0477 0.0494
H -1.4089 -3.1539 -2.7224 0.0669 -0.0764 -0.0222
H -1.1356 -1.6241 -3.5792 0.0330 0.0101 -0.0167
H -3.7059 -3.2332 -0.5711 -0.0888 0.0047 -0.1358
H -3.2670 -2.5480 1.0005 -0.0134 0.0750 0.0531
H -2.1307 -3.5989 0.1275 0.0946 -0.0830 0.0112
H -4.6082 -1.0810 -1.9408 0.0248 -0.0574 -0.0908
H -3.8606 0.4559 -2.3991 0.0033 -0.0160 -0.0622
H -5.6457 -1.4588 0.1138 -0.0595 -0.1355 -0.0492
H -6.7419 -0.5778 2.1246 -0.0563 -0.0497 0.0680
H -6.3640 1.7757 2.8015 -0.1022 0.0710 0.0791
H -4.9948 3.2489 1.3976 -0.0197 0.1546 0.0305
H -4.0851 3.7084 -0.7165 -0.0204 0.0914 -0.1032
H -3.7208 2.4540 -1.9155 -0.0563 0.0799 -0.1092
H -2.6464 4.7907 1.3324 -0.0429 0.0128 -0.0816
H -1.0816 4.3202 2.0081 0.0734 0.0386 0.0674
H -2.5174 3.3189 2.3203 -0.0151 -0.0439 -0.0370
H -1.8560 5.3054 -1.3093 -0.1130 -0.0418 0.0639
H -1.1772 4.2194 -2.5424 -0.0058 -0.0591 -0.0211
H -0.1411 4.8741 -1.2613 0.0846 0.0681 -0.0587
C 2.9275 -4.3222 1.7018 0.1825 -0.4849 -0.2430
N 3.0629 -3.0567 2.5505 0.2306 -0.2209 0.2255
C 1.9476 -3.0901 3.5938 -0.2105 0.0292 0.5488
N 0.6884 -3.2125 2.9689 -0.2948 -0.2198 0.3544
C 0.6165 -4.4191 2.1627 -0.1029 -0.1460 0.0560
N 1.6386 -4.3913 1.1327 -0.0524 -0.5280 -0.0629
C 1.3806 -3.4158 0.1017 -0.1010 0.4599 -0.3628
P 1.3391 -1.6555 0.7614 0.1675 -0.9226 0.5969
C 2.9758 -1.8417 1.7075 -0.1467 0.8725 -0.6585
C 0.2599 -2.0364 2.2511 -0.1009 0.3783 -0.3212
H 3.0913 -5.1806 2.3607 0.0528 0.2120 0.0281
H 3.7009 -4.3072 0.9297 -0.0061 0.1216 0.1434
H 3.9684 -3.0736 3.0291 -0.0574 -0.0007 -0.0222
H 2.0020 -2.1738 4.1881 0.1348 -0.0656 -0.1182
H 2.1273 -3.9530 4.2417 0.1502 0.0896 -0.1265
H -0.3681 -4.4888 1.7003 0.0354 -0.0309 0.0387
H 0.7644 -5.2940 2.8005 -0.0023 0.0601 -0.0434
H 0.4212 -3.6463 -0.3697 0.0622 0.0355 -0.0372
H 2.1523 -3.4886 -0.6714 -0.1009 0.0320 0.0023
H 3.1224 -0.9570 2.3353 0.0283 -0.1415 0.0204
H 3.7841 -1.8658 0.9682 -0.0279 -0.0403 0.1724
H -0.7685 -2.1931 1.9074 0.0869 0.0967 0.0492
H 0.2607 -1.1768 2.9293 -0.0372 -0.0361 -0.0940

---

# 2
70
Properties=species:S:1:pos:R:3:forces:R:3 method="wB97M-V/def2-TZVPD" s_squared=20.0150 energy_ha=-10178.3875 spin_multiplicity=9
Fe -1.6842 2.3769 -1.7862 1.6138 -1.2124 4.0436
Fe -1.1730 -0.5604 -0.1818 -0.7911 -0.2626 0.1204
C 1.0499 0.0738 -1.8319 -1.2689 -0.4604 -0.3536
O 0.9512 -0.5574 -0.5630 1.6459 -0.5220 0.6040
O -0.1710 0.6853 -1.8501 -0.4231 1.3294 -0.7723
C 2.4006 0.8457 -2.1539 -0.6714 0.5164 0.3182
F 3.3725 -0.0307 -2.5212 -0.3591 0.1635 0.6791
F 2.2212 1.6225 -3.2225 -0.4659 0.1249 -0.4479
F 2.8458 1.6538 -1.1886 0.1476 -0.5255 0.1421
C 2.0945 -1.2362 -0.0785 1.6134 -0.6188 0.9228
C 1.9732 -1.8028 1.3460 0.2233 0.5196 -0.3776
H 1.5543 -1.0852 2.0495 -0.6380 -0.1889 -0.1889
H 1.4929 -2.7771 1.3344 -0.2910 0.1727 0.3925
H 2.9838 -1.9150 1.7457 0.1526 -0.3039 -0.3616
H 2.9711 -0.5842 -0.0605 -0.3125 0.4600 -0.1038
H 2.4266 -2.0546 -0.7271 -0.4937 -0.0544 -0.3389
H 1.1052 -0.7233 -2.5866 -0.0331 -0.1687 -0.2281
C -1.2514 -3.2056 0.4508 0.3668 3.3765 0.7414
O -1.4505 -2.6387 -0.8611 0.1029 -1.3538 -0.8945
O -1.2950 -2.0468 1.1973 -0.1381 -0.7182 0.0072
C -2.3051 -4.2593 0.8331 -0.1845 -0.5961 -0.4151
F -2.3892 -4.4567 2.1490 0.1355 0.2907 -0.1256
F -3.5404 -4.0352 0.3624 0.1501 0.5345 0.1477
F -1.9395 -5.4464 0.2845 0.2275 -0.1561 -0.0527
C -0.8827 -3.3106 -2.0032 -2.5921 0.4063 -0.6122
C -1.6973 -2.7720 -3.1899 1.4258 1.0781 -0.0908
H -1.2021 -3.1477 -4.0872 -0.6156 -0.2752 -0.2317
H -2.7523 -3.0037 -3.0717 0.1104 -0.4157 -0.2127
H -1.6346 -1.6831 -3.2821 0.1056 0.0813 0.2081
H -1.2652 -4.3315 -2.0549 1.0433 -0.4559 0.8273
H 0.1942 -3.1655 -2.0593 0.0241 -0.1974 -0.0211
H -0.2478 -3.6423 0.4797 -0.0613 -0.6271 -0.0318
C -4.0190 1.3203 -0.4559 1.2606 -1.2540 -2.0830
O -3.7631 2.5032 -1.2308 -1.2018 2.2103 -0.8010
O -2.8146 0.7013 -0.6799 0.5660 -0.0880 1.0195
C -4.6259 1.5533 0.9802 1.3035 -0.3250 -0.0681
F -4.2688 0.6091 1.8550 -0.1505 -0.4045 -0.5344
F -4.2314 2.6937 1.5409 -0.3785 0.6219 -0.3470
F -5.9635 1.5194 0.8478 0.1235 0.3723 0.1995
C -4.8858 3.2917 -1.7081 -0.1969 1.1715 -0.2001
C -4.4505 4.4652 -2.6095 1.2534 -0.7875 0.1232
H -3.5067 4.8819 -2.2460 -0.3579 0.5074 0.5411
H -4.1481 4.1959 -3.6251 -0.5283 -0.4844 -0.0967
H -5.2418 5.2067 -2.6795 0.1213 0.0879 0.1590
H -5.3925 3.7320 -0.8499 0.0399 -0.1512 0.1799
H -5.6359 2.7415 -2.2782 0.2581 -0.7590 0.2457
H -4.7903 0.8005 -1.0329 -0.4124 -0.2229 0.3970
C 0.0282 3.3314 1.0436 -1.8165 2.4044 -2.1604
O 1.1748 4.0531 0.6338 1.2970 -0.5054 1.0331
O -0.7993 3.3955 -0.0677 -0.8697 -2.1461 -1.2257
C 0.3715 1.9582 1.6952 1.6736 -0.0179 -0.8954
F 0.3420 2.0038 3.0282 -0.3763 0.0102 -0.0972
F -0.3438 0.8757 1.3017 -0.8230 0.6620 0.5911
F 1.6364 1.6314 1.3437 0.0386 -0.0602 0.2850
C 1.9920 4.5487 1.6982 1.2246 0.4192 0.1899
C 3.4209 4.9154 1.2183 -0.9395 -0.2278 -0.3004
H 3.8666 4.0396 0.7474 0.0757 0.0717 -0.0872
H 3.4032 5.7478 0.5152 -0.0101 -0.0939 -0.1309
H 4.0454 5.2139 2.0599 -0.1292 -0.0553 0.1276
H 2.1722 3.8510 2.5195 -0.4842 -0.4429 -0.1454
H 1.5595 5.4372 2.1654 -0.3962 0.0651 -0.1512
H -0.4905 3.9881 1.7502 0.1304 -0.5454 0.9445
Br 5.2574 -5.4948 4.6391 -0.2042 0.2790 -0.3778
C 5.1236 -4.3221 3.0729 0.6505 0.0098 -0.5933
C 5.5188 -5.1206 1.8244 -0.5627 -0.8376 1.0863
Br 5.6080 -4.0306 0.2401 -0.0542 0.0385 0.0650
H 5.7966 -3.4885 3.2563 0.0021 -0.0573 0.0356
H 4.1113 -3.9450 2.9528 -0.0488 -0.1402 0.3117
H 4.7559 -5.8922 1.7191 -0.1317 0.1937 -0.5124
H 6.4320 -5.6991 1.9436 0.3044 0.5410 -0.0207

---

# 3
43
Properties=species:S:1:pos:R:3:forces:R:3 method="wB97M-V/def2-TZVPD" energy_ha=-1401.2121 smiles="COc1cccc(CNC(=O)CCSCc2ccccc2F)c1" spin_multiplicity=1 de_lowest_ev=0.000
C 2.5699 5.0863 0.2369 -0.1101 0.0935 -0.1636
O 3.2874 4.4467 1.2629 0.1551 -0.2073 0.2113
C 3.3933 3.0882 1.2375 0.0966 -0.0894 0.1733
C 4.1139 2.5152 2.2859 -0.0847 0.2321 -0.0934
C 4.2752 1.1468 2.3506 -0.0367 0.0345 -0.0248
C 3.7271 0.3292 1.3762 -0.0361 -0.0450 -0.1103
C 3.0135 0.8896 0.3276 0.1066 -0.0530 0.0457
C 2.3815 -0.0073 -0.7054 0.0408 -0.0784 -0.0493
N 1.2139 -0.6745 -0.1623 0.0121 0.4963 -0.1591
C 1.2063 -1.9890 0.1462 -0.5444 -0.0033 0.3295
O 2.1303 -2.7361 -0.0934 0.3366 -0.3534 -0.0553
C -0.1089 -2.4627 0.7525 0.2485 -0.0888 -0.1300
C -1.0535 -2.8459 -0.3796 -0.5609 -0.0526 0.2384
S -2.7032 -3.3482 0.2088 0.0495 0.1094 0.0474
C -3.4194 -1.7101 0.6398 0.4353 -0.5427 -0.0084
C -3.5441 -0.8492 -0.5703 0.1824 0.3261 0.0168
C -4.4837 -1.1314 -1.5572 0.0876 0.1856 -0.0135
C -4.5717 -0.3606 -2.7008 -0.1164 -0.0756 -0.0499
C -3.7153 0.7128 -2.8883 0.0449 0.0035 0.0431
C -2.7682 1.0144 -1.9268 0.0979 0.0118 0.1092
C -2.6980 0.2302 -0.7913 -0.2889 -0.1424 -0.1624
F -1.7583 0.5397 0.1420 -0.0076 -0.0442 0.0158
C 2.8413 2.2665 0.2619 -0.0259 0.2164 -0.0797
H 2.6191 6.1506 0.4618 -0.0322 -0.0657 -0.0602
H 3.0205 4.9043 -0.7445 -0.0312 -0.0049 0.0367
H 1.5215 4.7699 0.2209 0.0427 0.0011 -0.0145
H 4.5357 3.1674 3.0339 0.0546 0.0810 0.0932
H 4.8341 0.7132 3.1660 0.0591 -0.0276 0.0785
H 3.8502 -0.7420 1.4225 0.0219 -0.1519 0.0014
H 3.0743 -0.7992 -1.0011 -0.0947 0.1508 -0.0492
H 2.0862 0.5663 -1.5899 0.1107 -0.0544 0.0512
H 0.4564 -0.0843 0.1438 -0.0685 -0.1559 0.0372
H 0.0838 -3.3365 1.3754 0.0336 0.1072 -0.0093
H -0.5431 -1.6732 1.3677 -0.0296 -0.0149 0.0107
H -1.1924 -2.0246 -1.0846 0.1034 -0.0463 -0.0789
H -0.6681 -3.7104 -0.9185 0.0246 0.0456 -0.0625
H -4.3962 -1.9496 1.0571 0.0151 0.0607 0.0565
H -2.7974 -1.2546 1.4088 -0.1738 0.0581 0.0079
H -5.1406 -1.9761 -1.4150 -0.0712 -0.1060 0.0023
H -5.3096 -0.5983 -3.4512 -0.0714 -0.0203 -0.0704
H -3.7815 1.3139 -3.7818 -0.0028 0.0584 -0.0779
H -2.0865 1.8423 -2.0436 0.0763 0.0814 0.0037
H 2.2800 2.6829 -0.5610 -0.0487 0.0702 -0.0871

---

# 4
9
Properties=species:S:1:pos:R:3:forces:R:3 method="wB97M-V/def2-TZVPD" energy_ha=-317.3424 spin_multiplicity=1 de_lowest_ev=5.167
N -1.6450 -0.3114 0.0509 -0.1770 -0.1171 -0.0431
C -0.2814 -0.2060 0.0054 0.0643 -0.4997 -0.4473
N 0.5568 -1.0643 0.5249 -0.5125 0.0587 0.0399
O 1.7888 -0.5980 0.4715 -0.1549 0.8750 -0.1267
N 1.6540 0.7158 -0.3147 -0.2874 0.3722 0.3022
C 0.3853 0.9106 -0.6105 -0.2163 -0.2227 0.2489
H -2.0038 -1.2401 0.1914 -0.1742 -0.0143 -0.0306
H -2.1134 0.2518 -0.6459 0.0238 -0.2573 0.1196
H 1.6586 1.5417 0.3270 1.4342 -0.1949 -0.0629

---

# 5
51
Properties=species:S:1:pos:R:3:forces:R:3 method="wB97M-V/def2-TZVPD" total_charge=+2 energy_ha=-1684.3215 spin_multiplicity=1
Pd -1.6571 -0.1016 -1.2901 -0.6488 -0.3035 -0.4323
C 4.2367 1.2774 2.8277 0.0232 -0.0617 0.0150
C 3.9319 -0.2061 2.6641 -0.0458 0.0794 -0.0280
C 5.1468 -1.0701 2.3784 0.0175 -0.0180 0.0548
C 5.7636 -0.7190 1.0355 0.0766 0.0350 0.0312
C 4.7270 -0.7467 -0.0475 -0.3108 0.0232 -0.0162
C 5.0850 -0.9251 -1.3630 -0.0377 -0.0150 0.0671
C 4.1196 -0.9748 -2.3667 -0.5979 0.0537 0.1575
F 4.5253 -1.1412 -3.6132 0.0041 -0.0200 -0.1585
C 2.7719 -0.8690 -2.0968 0.6073 -0.1196 -0.5357
C 2.3818 -0.6831 -0.7744 -0.1547 0.0683 0.5584
C 0.9906 -0.5593 -0.4289 0.6377 0.1980 1.1937
O 0.1447 -0.7130 -1.3851 -0.6517 -0.2329 -0.7610
C 0.6429 -0.3111 0.9102 -0.3530 -0.0583 -0.7029
C 1.6514 -0.2294 1.8528 0.7262 -0.0772 0.0603
N 2.9330 -0.3780 1.5539 -0.5129 0.0864 0.4805
C 3.3488 -0.6055 0.2548 0.2325 -0.0227 -0.3200
C -0.7416 -0.1854 1.4348 0.3241 -0.1054 -0.0013
O -1.0246 -0.0648 2.5907 0.0764 -0.0099 -0.1065
O -1.8126 -0.2599 0.6006 -0.2046 0.1359 -0.1128
H 4.9601 1.4071 3.6315 0.0078 0.0118 0.0035
H 3.3397 1.8376 3.0914 -0.0102 -0.0027 -0.0031
H 4.6541 1.7090 1.9178 0.0010 -0.0101 -0.0062
H 3.4216 -0.5838 3.5500 0.0431 0.0249 0.0240
H 4.8574 -2.1233 2.3966 -0.0045 0.0043 -0.0143
H 5.8674 -0.9214 3.1810 -0.0032 -0.0107 0.0235
H 6.5594 -1.4206 0.7864 -0.0040 0.0060 0.0094
H 6.2268 0.2709 1.0659 -0.0042 -0.0096 0.0241
H 6.1254 -1.0401 -1.6402 0.0117 -0.0007 0.0086
H 2.0461 -0.9278 -2.8941 0.0310 -0.0082 -0.0094
H 1.3961 -0.0518 2.8909 0.0372 -0.0004 -0.0079
N -4.2385 4.3253 -0.4675 0.1461 -0.0306 0.1367
C -3.1954 3.8963 -0.2274 0.2792 0.2337 -0.1238
N -1.9836 3.3926 0.0374 -0.0691 0.0518 0.0849
C -1.4930 2.5164 -0.6778 -0.3862 0.4606 0.3555
N -0.9644 1.6820 -1.3621 0.4746 0.1964 -0.1329
C -7.3914 -0.3800 -1.2091 -0.0226 0.0132 -0.0059
N -5.9434 -0.4811 -1.3653 0.0287 0.0185 0.0398
C -5.2412 -1.7522 -1.4850 0.0442 0.0918 0.0269
C -3.8396 -1.2477 -1.5792 0.4439 -0.2744 -0.0541
O -2.7556 -1.8851 -1.6189 -0.3806 0.3223 0.1595
N -3.7902 0.0986 -1.5405 0.5381 -0.6510 0.1991
C -5.0788 0.5305 -1.3333 -0.3020 0.5107 -0.0348
N -5.4077 1.7933 -1.1570 -0.0988 -0.6026 -0.1642
H -7.8513 -1.2363 -1.6954 0.0061 -0.0137 0.0142
H -7.7643 0.5141 -1.7058 0.0209 0.0088 -0.0153
H -7.6716 -0.3688 -0.1559 -0.0004 0.0046 -0.0051
H -5.5387 -2.3228 -2.3668 -0.0108 0.0340 -0.0245
H -5.3615 -2.3798 -0.5981 -0.0056 -0.0063 -0.0116
H -4.7418 2.5540 -1.2047 -0.0117 0.0016 0.0283
H -6.3673 2.0604 -1.0024 -0.0069 -0.0092 0.0319